(1)
Below is 4 unconnected molecules or ions with the total composition C41H63ClFN7O12P4 at a distorted geometry, with properties calculated with ωB97M-V/def2-TZVPD.

Calculated values
E_tot	-130936.6792	eV
Kohn-Sham gap	0.2883	hartree
F_max	0.0380	hartree/bohr
SMILES	[H]/N=C(\N)NCCCCc1ccc2c(c1[PH2]=O)C(=O)c1c(Cc3ccc(C)cc3)c(C(=O)NC(=O)F)c(PP(=O)(O)O)c(P(O)Cl)c1C2=O.COC[C@@H](C)N.COC[C@@H](C)N.COC[C@@H](C)N

Each line ends with the Mulliken charge.
Geometry (Å):
H1 7.2577 0.6127 3.9786  0.27
N1 6.3975 1.1379 4.1160  -0.67
C1 5.4106 0.3768 3.8788  0.45
N2 5.5689 -0.9611 3.4207  -0.65
N3 4.1002 0.8265 4.0643  -0.35
C2 3.3818 1.1413 2.8093  -0.72
C3 3.1312 2.6438 2.6410  -0.16
C4 3.3360 3.1676 1.2080  -1.10
C5 2.0236 3.5819 0.5146  -0.27
C6 1.5637 2.6007 -0.5560  0.18
C7 2.4989 2.2073 -1.5186  -1.01
C8 2.1887 1.2875 -2.5032  -1.03
C9 0.9129 0.7465 -2.5177  0.73
C10 -0.0490 1.1495 -1.5975  0.96
C11 0.2577 2.0900 -0.5975  0.14
P1 -0.9691 2.6074 0.6530  1.06
O1 -0.9563 4.0717 0.8896  -0.72
C12 -1.3806 0.4820 -1.7492  -0.42
O2 -2.4243 1.0764 -1.7487  -0.63
C13 -1.2659 -0.9994 -1.9636  0.29
C14 -2.0674 -1.9202 -1.2894  -0.06
C15 -3.0822 -1.4479 -0.2897  -0.07
C16 -2.7147 -1.7901 1.1567  0.88
C17 -3.7209 -1.6441 2.1095  -0.36
C18 -3.4778 -1.8903 3.4554  -1.04
C19 -2.2059 -2.2866 3.8565  1.09
C20 -1.8903 -2.5355 5.3137  -1.51
C21 -1.2074 -2.4373 2.9010  -1.26
C22 -1.4452 -2.1919 1.5532  -0.14
C23 -1.8496 -3.2786 -1.5660  0.32
C24 -2.6719 -4.2874 -0.7837  -1.14
O3 -2.1051 -5.0512 -0.0701  -0.45
N4 -4.1148 -4.3195 -0.7884  0.04
C25 -4.7963 -3.6977 -1.8195  0.58
O4 -5.8630 -3.2157 -1.6986  -0.53
F1 -4.1922 -3.7247 -2.9863  -0.15
C26 -0.8549 -3.7139 -2.4578  0.16
P2 -0.7113 -5.5394 -2.7344  -0.24
P3 -2.4502 -6.2294 -3.8445  1.09
O5 -1.9830 -7.4820 -4.4765  -0.74
O6 -3.6517 -6.5226 -2.8557  -0.52
O7 -2.9249 -5.2055 -4.9724  -0.51
C27 -0.0092 -2.7673 -3.0795  1.48
P4 1.3409 -3.4330 -4.1494  0.61
O8 1.9975 -4.5127 -3.0920  -0.50
Cl1 2.8778 -2.0455 -4.1426  -0.27
C28 -0.2688 -1.4213 -2.8390  1.22
C29 0.4792 -0.2929 -3.4942  -1.87
O9 0.6285 -0.2005 -4.6786  -0.51
H2 5.7215 -0.9802 2.4180  0.26
H3 4.6904 -1.4483 3.5715  0.31
H4 4.1390 1.6194 4.6897  0.28
H5 2.4349 0.5982 2.8293  0.23
H6 3.9634 0.7420 1.9806  0.35
H7 3.8847 3.1272 3.2621  0.37
H8 2.1688 2.9231 3.0633  0.12
H9 3.9750 4.0452 1.2658  0.34
H10 3.9028 2.4251 0.6523  0.59
H11 1.2608 3.5773 1.2805  -0.33
H12 2.0761 4.5688 0.0661  0.47
H13 3.5037 2.6006 -1.4940  0.62
H14 2.8947 0.9531 -3.2487  0.51
H15 -0.6493 1.8577 1.8090  0.05
H16 -2.2301 2.1877 0.2345  -0.23
H17 -4.0761 -1.8438 -0.4627  0.35
H18 -3.1941 -0.3755 -0.3209  -0.55
H19 -4.7017 -1.3135 1.7953  0.38
H20 -4.2881 -1.7387 4.1532  0.42
H21 -1.1612 -3.3359 5.3852  0.40
H22 -1.5309 -1.6428 5.8185  0.26
H23 -2.7964 -2.8604 5.8209  0.40
H24 -0.2190 -2.7400 3.2196  0.42
H25 -0.6534 -2.2935 0.8254  0.54
H26 -4.4308 -3.8634 0.0648  0.36
H27 0.2199 -5.7978 -3.7446  0.02
H28 -3.8342 -7.4710 -2.9279  0.36
H29 -2.6042 -5.5745 -5.8080  0.34
H30 2.2784 -4.0302 -2.2988  0.39
C30 -4.9342 2.0651 0.8458  -0.30
O10 -4.9942 1.4613 2.1261  -0.05
C31 -5.2257 2.3498 3.2040  -0.84
C32 -6.7000 2.7127 3.4322  0.35
C33 -7.2440 3.7229 2.4273  -1.42
N5 -7.5684 1.5315 3.4333  -0.76
H31 -4.4869 3.0628 0.8881  0.41
H32 -5.9225 2.1179 0.3841  0.24
H33 -4.3132 1.4302 0.2131  -0.41
H34 -4.8665 1.8234 4.0931  0.34
H35 -4.6071 3.2503 3.0954  0.40
H36 -6.7609 3.1726 4.4230  0.45
H37 -7.4431 3.2684 1.4569  0.29
H38 -8.1859 4.1369 2.7858  0.36
H39 -6.5469 4.5506 2.2821  0.35
H40 -7.2730 0.8994 4.1723  0.28
H41 -7.3872 1.0142 2.5770  0.32
C34 1.0515 5.7003 4.3098  -0.48
O11 2.4346 5.9160 4.0885  -0.19
C35 2.9343 7.1551 4.5542  -0.80
C36 3.2838 7.1856 6.0493  0.33
C37 2.0655 7.2879 6.9615  -1.39
N6 4.0821 6.0253 6.4555  -0.73
H42 0.4812 6.6297 4.2339  0.36
H43 0.8732 5.2354 5.2829  0.24
H44 0.6958 5.0137 3.5403  -0.03
H45 3.8559 7.3240 3.9904  0.31
H46 2.2460 7.9683 4.2893  0.41
H47 3.8896 8.0817 6.2129  0.44
H48 1.5344 6.3397 7.0427  0.28
H49 2.3744 7.5690 7.9680  0.35
H50 1.3647 8.0441 6.6019  0.34
H51 4.9470 6.0093 5.9221  0.28
H52 3.5881 5.1907 6.1506  0.30
C38 2.3368 -5.5993 -9.3517  -0.73
O12 2.3260 -4.8912 -8.1265  -0.33
C39 3.5699 -4.8209 -7.4582  -0.36
C40 4.5078 -3.7107 -7.9567  0.37
C41 5.1940 -4.0337 -9.2801  -1.48
N7 3.8195 -2.4229 -8.0803  -0.72
H53 3.0366 -6.4395 -9.3253  0.34
H54 2.5824 -4.9418 -10.1891  0.23
H55 1.3322 -5.9886 -9.5158  0.24
H56 3.3236 -4.6080 -6.4135  0.06
H57 4.0686 -5.7994 -7.4748  0.43
H58 5.2920 -3.5994 -7.2015  0.38
H59 4.5179 -3.9268 -10.1281  0.29
H60 6.0266 -3.3505 -9.4464  0.37
H61 5.5894 -5.0517 -9.2826  0.35
H62 3.4484 -2.1666 -7.1707  0.21
H63 2.9917 -2.5728 -8.6513  0.34

Atomic forces in eV per Å
H 0.0640 -0.0012 0.1888
N -0.0365 0.0228 -0.0428
C 0.5903 0.1902 -0.1739
N -0.8959 0.1185 -0.2495
N 0.0315 -0.2479 0.2053
C -0.5249 -0.3313 0.4873
C 0.9361 -0.1796 0.0532
C -0.2248 0.4848 0.2562
C -0.1037 -1.2299 -0.1546
C 0.2979 0.3186 0.1971
C -0.1649 -0.2914 -0.2508
C -0.3939 0.0295 0.0153
C -0.2215 0.0257 0.0668
C 0.2495 0.2082 0.3840
C -0.1580 -0.5135 -0.3749
P 0.2211 1.1292 -0.0039
O -0.0478 0.0725 0.1702
C 0.5134 -0.2513 -0.1266
O -0.4779 0.2647 0.0596
C -0.1339 -0.2602 0.1582
C -0.0436 0.0817 -0.6588
C 0.3014 -0.2401 0.9508
C -0.2327 -0.0503 -0.2840
C 0.1679 -0.1392 0.2158
C 0.1698 0.1527 -0.7258
C 0.1339 0.0686 0.4425
C -0.4795 -0.2293 -0.4179
C -0.0134 0.1098 -0.1889
C -0.3490 0.1968 0.3257
C -0.5010 0.1929 -0.2513
C 0.2042 -0.3284 -0.1048
O 0.3117 -0.4515 0.6453
N 1.0294 1.4283 -0.6243
C -0.5042 -0.3329 0.6209
O -1.0456 0.5715 0.0426
F 0.7612 -0.2863 -0.5790
C 0.0703 -0.0737 -0.4705
P -0.1886 -0.4927 1.2865
P 1.0118 -1.0919 -1.2662
O 0.1128 0.0185 0.1791
O -0.2378 0.6869 0.1326
O -0.3129 0.3180 0.4666
C -0.0906 0.3237 0.4955
P -0.1321 -0.7544 -0.7655
O 0.0113 0.7604 0.1277
Cl -0.0049 0.0846 0.3239
C 0.2320 -0.0031 -0.1058
C -0.0542 0.0665 0.4022
O 0.1505 -0.1178 -0.5761
H 0.3862 -0.0218 0.0527
H 0.0845 -0.1001 0.0444
H -0.0776 0.1443 -0.1004
H -0.0870 -0.0426 -0.2035
H 0.0501 0.0607 -0.1255
H -0.0133 0.1687 0.0880
H -0.1340 0.0593 -0.0832
H 0.0763 0.0789 0.0023
H -0.0414 -0.0331 -0.2151
H -0.1266 0.6051 0.0717
H -0.0200 0.1772 0.0792
H 0.0483 0.1693 0.1143
H 0.1693 0.1194 -0.0165
H -0.0791 -0.2441 -0.1956
H 0.1933 -0.5488 0.0546
H -0.1155 0.0618 -0.3052
H -0.0233 0.1661 -0.3001
H -0.0903 0.0546 -0.0148
H 0.0510 -0.1000 0.2414
H 0.2008 0.0146 0.2191
H 0.1633 0.0744 -0.0018
H -0.0062 -0.0237 0.1614
H 0.0613 -0.0605 0.0239
H 0.1134 -0.1058 -0.0299
H -0.2570 -0.7617 0.3402
H -0.3989 0.4487 -0.4601
H -0.0831 -0.0360 0.0917
H -0.0710 0.0579 -0.0984
H 0.1127 -0.3685 0.1298
C -0.0633 -0.2142 -0.0128
O 0.0673 0.1036 -0.0671
C 0.0552 -0.0224 0.2811
C -0.0754 -0.0429 -0.3145
C -0.0270 0.1470 0.0425
N 0.2087 -0.0769 0.1101
H -0.0545 0.0300 0.0096
H 0.0108 0.1516 -0.0238
H -0.0092 0.0069 -0.0070
H 0.0020 -0.0600 -0.0380
H -0.0593 0.0387 -0.0730
H 0.0647 -0.0396 0.0342
H 0.0417 -0.0485 0.0026
H -0.0176 -0.0509 0.0050
H 0.0090 -0.0154 -0.0152
H -0.0972 0.0476 0.0634
H -0.0968 0.0497 -0.0470
C 0.0854 -0.2301 -0.0736
O -0.1238 0.0305 -0.0066
C 0.2466 0.1226 -0.0719
C -0.2190 -0.2246 0.0631
C -0.0283 0.1378 0.0806
N 0.0725 0.0598 -0.2056
H 0.0009 0.0187 0.0356
H -0.0768 0.1026 0.0388
H 0.0067 0.0599 -0.0511
H -0.0001 -0.0606 -0.0145
H -0.0685 -0.0240 0.0781
H 0.0347 0.0035 -0.0750
H 0.0167 -0.0261 -0.0573
H 0.0342 -0.0412 -0.0023
H -0.0079 -0.0185 -0.0124
H 0.0509 0.0391 0.1032
H -0.0347 -0.0112 0.0932
C -0.1640 0.1013 0.0110
O 0.0638 -0.0959 -0.0486
C 0.0583 0.0561 0.2477
C -0.1287 -0.0279 -0.2950
C 0.1525 -0.0420 0.0031
N -0.0444 -0.1299 0.1790
H 0.0452 0.0206 -0.0095
H 0.0930 -0.0791 -0.0415
H -0.0025 -0.0010 0.0476
H -0.0529 0.0182 -0.0187
H 0.0313 0.0109 -0.0884
H -0.0462 -0.0245 0.0672
H -0.0577 -0.0113 0.0294
H -0.0354 0.0398 0.0075
H -0.0203 -0.0036 -0.0080
H 0.0359 0.1328 0.0514
H 0.0389 0.0505 -0.0747


(2)
Below is C4H4Cl2N2O in the gas phase at a distorted geometry, with properties calculated with ωB97M-V/def2-TZVPD.

Calculated values
relative energy (zero: lowest compared OMol25 entry of this formula, charge and spin)	54.98	kcal/mol
E_tot	-34282.0061	eV
Kohn-Sham gap	0.3640	hartree
F_max	0.0883	hartree/bohr
SMILES	C[C@]1(Cl)[C@H](Cl)N1N=C=O

Each line ends with the natural charge from an NBO analysis.
Geometry (Å):
C1 0.1204 -1.0708 0.7654  -0.67
C2 0.6182 0.3513 0.2998  0.13
Cl1 2.4222 0.4603 0.4302  -0.07
C3 -0.1439 1.6372 0.5914  -0.02
Cl2 -1.7389 1.3043 1.4039  -0.06
N1 0.0200 1.0504 -0.7283  -0.27
N2 -0.7613 0.3606 -1.5866  -0.38
C4 -0.3306 -0.6594 -2.0716  0.84
O1 -0.2357 -1.6612 -2.6267  -0.45
H1 -0.2296 -1.6548 -0.0530  0.22
H2 -0.7433 -0.8364 1.4325  0.25
H3 0.7312 -1.8488 1.3031  0.26
H4 0.2712 2.5672 0.8399  0.24

Atomic forces in eV per Å
C -0.6161 0.8158 1.3049
C 1.5917 -0.9835 2.4829
Cl -0.1891 0.0351 -0.2719
C -2.5858 -3.7087 -0.4288
Cl 0.7333 0.8682 -0.2531
N 2.2748 1.2848 0.5341
N -1.3200 1.0465 -0.0434
C -1.4756 -0.2999 -0.7910
O 0.8403 -1.1986 -0.6625
H -0.5882 -0.1394 -0.8160
H 0.5534 -0.6120 -0.6238
H 0.3562 1.7559 -0.3776
H 0.4252 1.1357 -0.0539


(3)
Below is 2 unconnected molecules or ions with the total composition Cl4H4Si3 at a distorted geometry, with properties calculated with ωB97M-V/def2-TZVPD.

Calculated values
relative energy (zero: lowest compared OMol25 entry of this formula, charge and spin)	42.42	kcal/mol
E_tot	-73790.2565	eV
Kohn-Sham gap	0.2747	hartree
F_max	0.0510	hartree/bohr

Each line ends with the natural charge from an NBO analysis.
Geometry (Å):
Si1 1.4028 -0.1579 -0.6681  0.86
Si2 -2.4599 1.5447 -1.3662  0.61
Si3 -1.3069 3.5706 -1.2799  0.74
Cl1 -4.1773 1.7244 -2.5833  -0.39
Cl2 0.9532 1.7418 0.1133  -0.38
Cl3 -0.1502 3.6217 -3.1017  -0.48
Cl4 -3.0440 1.7765 0.6567  -0.40
H1 2.7960 -0.0361 -1.2028  -0.15
H2 1.7939 -1.1882 0.2763  -0.15
H3 0.2431 -0.5247 -1.5937  -0.13
H4 -2.3454 0.0046 -1.5556  -0.12

Atomic forces in eV per Å
Si 0.4740 0.2307 -0.8710
Si -1.5310 -2.1294 -0.0155
Si 1.1554 0.6729 -0.8316
Cl 0.4536 0.3890 0.3197
Cl -0.1473 -0.4330 0.0094
Cl -0.5452 -0.1676 0.7563
Cl 0.0656 -0.1534 -0.4177
H -0.6469 0.3419 -0.5719
H -0.7532 -0.2217 0.7910
H 0.9120 0.2118 0.5719
H 0.5630 1.2588 0.2594


(4)
Below is C3H5NO2 in the gas phase at a distorted geometry, with properties calculated with ωB97M-V/def2-TZVPD.

Calculated values
relative energy (zero: lowest compared OMol25 entry of this formula, charge and spin)	63.93	kcal/mol
E_tot	-8774.9224	eV
Kohn-Sham gap	0.4116	hartree
F_max	0.0256	hartree/bohr
SMILES	[H]/N=C/O[C@@H]1CO1

Each line ends with the natural charge from an NBO analysis.
Geometry (Å):
H1 2.6032 0.4268 0.8879  0.36
N1 1.5960 0.2553 0.8161  -0.69
C1 1.1184 1.0045 -0.0796  0.42
O1 -0.1796 1.1609 -0.4311  -0.50
C2 -1.0508 0.0965 -0.4614  0.33
C3 -0.9993 -1.1347 0.2925  -0.14
O2 -0.4752 -1.0951 -1.0264  -0.49
H2 1.6733 1.7089 -0.6725  0.14
H3 -2.0242 0.5186 -0.7606  0.18
H4 -0.3058 -1.3024 1.0978  0.22
H5 -1.9559 -1.6392 0.3374  0.17

Atomic forces in eV per Å
H -0.3569 -0.1610 -0.0961
N -0.2846 0.2226 -0.2844
C 0.3937 0.1713 0.4344
O 0.2492 0.0484 0.3452
C 0.0425 -0.3143 -0.3291
C -0.3516 -0.2176 0.6681
O -0.8914 0.8282 -0.5013
H 0.4865 0.3427 -0.1667
H 0.5404 -0.6537 -0.4128
H 0.2316 0.0338 0.0471
H -0.0593 -0.3004 0.2956


(5)
Below is a molecular structure, C3H5N2 at a distorted geometry, with properties calculated with ωB97M-V/def2-TZVPD.

Calculated values
relative energy (zero: lowest compared OMol25 entry of this formula, charge and spin)	138.29	kcal/mol
E_tot	-6159.8955	eV
total charge	+1
Kohn-Sham gap	0.3501	hartree
F_max	0.1054	hartree/bohr

Each line ends with the natural charge from an NBO analysis.
Geometry (Å):
C1 -0.4984 -0.9436 0.4751  0.48
C2 -1.5859 -0.2183 -0.1280  -0.20
C3 0.8957 0.4954 0.2409  -0.07
N1 -0.4994 0.4197 0.6529  -0.24
N2 0.9905 -0.9211 -0.0011  -0.49
H1 -1.6644 -0.1282 -1.2106  0.26
H2 -2.5176 -0.2079 0.4288  0.28
H3 1.0241 1.0822 -0.6800  0.27
H4 1.5234 0.9131 1.0381  0.26
H5 1.6989 -1.5672 0.3274  0.45

Atomic forces in eV per Å
C 5.0908 1.7615 -0.6067
C -1.4888 -0.1905 -0.9762
C 1.3001 0.6464 -0.0795
N -0.3362 -1.5639 0.6374
N -4.3478 -0.5733 0.8535
H 0.0986 0.0725 0.0661
H 0.1373 0.0570 -0.0398
H -0.1538 -0.1454 0.1240
H -0.2372 -0.0555 -0.1439
H -0.0630 -0.0089 0.1651